# 1
The following is a DFT calculation (ωB97M-V with the def2-TZVPD basis set) of C3H6 in the gas phase at a distorted geometry.

Relative energy (zero: lowest compared OMol25 entry of this formula, charge and spin) ... 26.51 kcal per mole
Charge ... 0
LUMO ... 0.0505 Ha
Orbital gap ... 11.949 eV
SMILES ... C1CC1

Geometry as XYZ:
```
9
C3H6 | the Open Molecules 2025 dataset | ωB97M-V with the def2-TZVPD basis set
C 0.809 -0.317 0.045
C -0.102 0.812 -0.071
C -0.679 -0.526 0.012
H 1.610 -0.327 0.829
H 1.250 -0.804 -0.856
H -0.117 1.433 -1.027
H -0.257 1.355 0.882
H -1.343 -0.439 1.005
H -1.309 -1.034 -0.747
```

=====

# 2
The following is a DFT calculation (ωB97M-V with the def2-TZVPD basis set) of C5H3NO2 in the gas phase at a distorted geometry.

Relative energy (zero: lowest compared OMol25 entry of this formula, charge and spin) ... 32.26 kcal per mole
Charge ... 0
LUMO ... -0.0374 Ha
Orbital gap ... 8.500 eV
SMILES ... C=C1C(=O)C=NC1=O

Geometry as XYZ:
```
11
C5H3NO2 | the Open Molecules 2025 dataset | ωB97M-V with the def2-TZVPD basis set
C -0.028 -0.884 1.635
C 0.006 -0.298 0.395
C -1.020 0.512 -0.309
C -0.187 1.149 -1.475
C 1.212 -0.464 -0.516
H 0.635 -1.713 1.869
H -0.869 -0.620 2.476
H -0.768 1.903 -1.942
N 0.960 0.697 -1.505
O -2.115 0.844 0.060
O 2.174 -1.127 -0.688
```

=====

# 3
The following is a DFT calculation (ωB97M-V with the def2-TZVPD basis set) of C27H40N5O2SYb as an isolated structure at a distorted geometry.

Relative energy (zero: lowest compared OMol25 entry of this formula, charge and spin) ... 0.00 kcal per mole
Charge ... +2
LUMO (alpha / beta) ... -0.2640 / -0.2684 Ha
Orbital gap (alpha / beta) ... 6.871 / 6.754 eV
Spin multiplicity ... 2
Expectation value of S² ... 0.751

Geometry as XYZ:
```
76
C27H40N5O2SYb | the Open Molecules 2025 dataset | ωB97M-V with the def2-TZVPD basis set
Yb -0.611 0.164 -0.727
N -0.748 2.570 -1.879
C -0.008 3.584 -1.129
C 0.661 2.805 0.081
O 1.804 3.240 0.307
O 0.063 1.780 0.580
H -0.609 2.677 -2.869
H -1.751 2.661 -1.739
H -0.678 4.326 -0.691
H 0.760 4.040 -1.766
C 1.313 -0.307 2.672
C 1.245 -1.733 2.175
C 2.397 -2.509 2.343
C 2.527 -3.745 1.806
C 1.452 -4.242 1.055
C 0.268 -3.524 0.864
C -0.793 -4.043 -0.138
C 0.175 -2.196 1.407
N -0.879 -1.362 1.053
C -1.865 -1.014 1.847
C -1.971 -1.577 3.293
C -3.010 -0.193 1.348
C -4.307 -0.437 2.060
N -2.961 0.417 0.206
C -3.736 1.422 -0.308
C -4.048 2.664 0.429
C -3.587 2.966 1.862
C -4.680 3.683 -0.242
C -4.960 3.561 -1.648
C -4.619 2.376 -2.328
C -4.097 1.229 -1.730
C -3.708 -0.059 -2.436
H 2.275 -0.137 3.189
H 0.466 -0.082 3.354
H 1.298 0.451 1.901
H 3.216 -2.200 3.068
H 3.453 -4.316 1.958
H 1.576 -5.087 0.399
H -1.230 -3.195 -0.619
H -1.606 -4.586 0.435
H -0.322 -4.706 -0.853
H -1.055 -2.091 3.641
H -2.799 -2.326 3.249
H -2.209 -0.769 3.995
H -4.210 -0.374 3.155
H -4.511 -1.531 1.828
H -5.145 0.199 1.690
H -4.478 3.348 2.431
H -2.828 3.728 1.720
H -3.148 2.131 2.457
H -4.784 4.640 0.259
H -5.383 4.389 -2.169
H -4.807 2.402 -3.415
H -3.128 -0.702 -1.773
H -3.036 0.204 -3.315
H -4.557 -0.622 -2.799
C 6.115 -2.129 -1.035
C 4.973 -1.845 -2.060
N 3.600 -1.815 -1.502
C 2.663 -0.885 -1.860
S 1.056 -1.319 -2.463
N 3.041 0.387 -1.799
C 4.023 0.888 -0.845
C 4.677 2.167 -1.357
H 6.088 -1.508 -0.146
H 7.064 -2.042 -1.576
H 6.033 -3.226 -0.835
H 4.944 -2.571 -2.891
H 5.178 -0.873 -2.445
H 3.183 -2.691 -1.372
H 2.545 0.959 -2.483
H 4.798 0.121 -0.702
H 3.569 0.979 0.182
H 4.855 2.147 -2.434
H 5.570 2.298 -0.755
H 3.938 2.966 -1.170
```

=====

# 4
The following is a DFT calculation (ωB97M-V with the def2-TZVPD basis set) of a 2-piece molecular cluster, C7H10N2O2 overall at a distorted geometry.

Relative energy (zero: lowest compared OMol25 entry of this formula, charge and spin) ... 94.99 kcal per mole
Charge ... 0
LUMO ... 0.0255 Ha
Orbital gap ... 9.894 eV
SMILES ... CC(=O)[C@H]1CO1.[H]/N=C(/N)C#C

Geometry as XYZ:
```
21
C7H10N2O2 | the Open Molecules 2025 dataset | ωB97M-V with the def2-TZVPD basis set
C -1.908 1.812 2.694
C -0.770 1.433 1.888
C 0.222 1.122 1.234
C 2.074 -2.294 -0.734
C 1.782 -0.917 -1.281
C 0.650 -0.790 -2.264
C 0.624 -1.621 -3.478
H -3.188 0.980 1.266
H -3.960 1.700 2.676
H -0.858 2.607 4.053
H 1.086 0.873 0.659
H 2.208 -3.016 -1.541
H 1.224 -2.629 -0.130
H 2.977 -2.256 -0.113
H 0.190 0.210 -2.290
H 0.137 -1.229 -4.376
H 1.414 -2.348 -3.649
N -3.108 1.459 2.161
N -1.835 2.426 3.815
O 2.400 0.077 -0.958
O -0.235 -1.897 -2.385
```

=====

# 5
The following is a DFT calculation (ωB97M-V with the def2-TZVPD basis set) of a 8-piece molecular cluster, C20H48O8 overall at a distorted geometry.

Relative energy (zero: lowest compared OMol25 entry of this formula, charge and spin) ... 161.08 kcal per mole
Charge ... 0
LUMO ... 0.0079 Ha
Orbital gap ... 8.332 eV
SMILES ... C1CCOC1.C1CCOC1.C1CCOC1.C1CCOC1.CO.CO.CO.CO

Geometry as XYZ:
```
76
C20H48O8 | the Open Molecules 2025 dataset | ωB97M-V with the def2-TZVPD basis set
C -0.243 2.285 3.566
C -0.890 1.103 4.271
C -1.061 0.112 3.146
O -1.337 0.949 2.017
C -1.085 2.296 2.297
H 0.813 2.083 3.385
H -0.314 3.263 4.042
H -1.906 1.322 4.599
H -0.375 0.784 5.177
H -1.908 -0.549 3.333
H -0.152 -0.458 2.959
H -1.995 2.872 2.463
H -0.430 2.707 1.529
C 3.777 0.882 -0.363
C 4.891 1.812 -0.736
C 4.587 2.132 -2.179
O 3.162 1.940 -2.412
C 2.569 1.442 -1.218
H 3.505 0.966 0.689
H 3.925 -0.158 -0.654
H 5.830 1.266 -0.634
H 4.880 2.761 -0.199
H 5.180 1.481 -2.822
H 4.773 3.186 -2.383
H 1.957 0.566 -1.434
H 1.993 2.232 -0.735
C -0.391 -4.348 -0.087
C -0.029 -2.932 0.455
C 0.674 -2.352 -0.775
O 1.454 -3.443 -1.262
C 0.806 -4.709 -0.938
H -1.243 -4.211 -0.752
H -0.615 -5.101 0.669
H 0.672 -3.029 1.284
H -0.920 -2.435 0.837
H 1.275 -1.483 -0.506
H -0.042 -1.994 -1.514
H 1.506 -5.406 -0.479
H 0.396 -5.199 -1.821
C -3.957 -1.974 -0.296
C -2.520 -1.932 -0.864
C -2.043 -0.505 -0.536
O -3.188 0.247 -0.695
C -4.388 -0.509 -0.483
H -4.019 -2.289 0.745
H -4.593 -2.629 -0.891
H -2.508 -2.100 -1.941
H -1.837 -2.664 -0.434
H -1.252 -0.189 -1.216
H -1.651 -0.491 0.481
H -5.054 -0.446 -1.344
H -4.776 -0.097 0.448
C -0.120 0.563 -0.138
O 1.282 0.680 0.134
H -0.686 1.003 0.683
H -0.316 1.013 -1.112
H -0.345 -0.501 -0.194
H 1.556 -0.058 0.683
C -1.514 1.392 -3.252
O -1.612 0.970 -4.581
H -2.418 1.824 -2.822
H -1.237 0.547 -2.621
H -0.771 2.177 -3.108
H -2.291 0.299 -4.686
C 2.585 -1.300 1.417
O 1.272 -0.926 1.659
H 2.712 -2.249 0.896
H 2.964 -0.636 0.641
H 3.119 -1.273 2.367
H 0.928 -1.269 2.487
C -1.077 3.268 -0.413
O -1.929 3.638 -1.485
H -1.340 3.648 0.575
H -1.093 2.180 -0.347
H -0.056 3.590 -0.614
H -1.512 4.364 -1.954
```

=====

# 6
The following is a DFT calculation (ωB97M-V with the def2-TZVPD basis set) of a 2-piece molecular cluster, C43H46F2NOSi overall at a distorted geometry.

Charge ... +1
LUMO ... -0.1947 Ha
Orbital gap ... 4.546 eV

Geometry as XYZ:
```
94
C43H46F2NOSi | the Open Molecules 2025 dataset | ωB97M-V with the def2-TZVPD basis set
C 3.452 5.245 0.797
C 2.276 4.368 0.997
C 1.087 4.887 1.515
F 1.086 6.210 1.884
C -0.077 4.157 1.629
C -0.111 2.832 1.080
C -1.308 2.122 0.801
C -2.547 2.825 0.631
C -2.610 4.193 0.219
C -3.805 4.873 0.296
F -3.843 6.207 -0.028
C -5.000 4.278 0.698
C -6.224 5.103 0.824
C -4.969 2.900 0.958
C -3.789 2.181 0.876
C 1.134 2.253 0.737
C 2.290 3.007 0.662
H 4.305 4.633 0.495
H 3.274 5.985 0.005
H 3.715 5.791 1.708
H -0.968 4.605 2.060
H -1.256 1.120 0.380
H -1.720 4.720 -0.115
H -7.058 4.472 1.138
H -6.100 5.900 1.568
H -6.489 5.582 -0.126
H -5.897 2.399 1.241
H -3.776 1.110 1.069
H 1.136 1.191 0.503
H 3.218 2.550 0.313
C 1.030 0.042 -4.380
Si 1.889 -1.540 -3.918
C 0.909 -3.042 -4.417
C 3.592 -1.582 -4.667
O 2.111 -1.537 -2.267
C 1.466 -2.027 -1.094
C -0.049 -1.865 -1.272
C -0.912 -2.961 -1.354
C -2.293 -2.750 -1.437
C -2.799 -1.459 -1.560
C -1.924 -0.369 -1.631
C -0.542 -0.573 -1.519
C 1.946 -3.466 -0.800
C 3.044 -4.000 -1.474
C 3.391 -5.340 -1.286
C 2.693 -6.120 -0.364
C 1.670 -5.550 0.400
C 1.296 -4.221 0.183
C 2.028 -1.122 0.057
C 3.576 -1.207 0.100
C 3.941 -2.097 1.283
C 2.705 -2.134 2.183
N 1.621 -1.467 1.432
C 0.652 -0.842 2.161
C -0.603 -0.464 1.716
C -1.723 -0.248 2.637
C -2.950 -0.922 2.424
C -4.064 -0.614 3.200
C -3.968 0.339 4.221
C -2.744 0.981 4.461
C -1.619 0.660 3.704
H 1.004 0.126 -5.476
H 0.000 0.086 -4.007
H 1.578 0.906 -3.979
H 0.966 -3.140 -5.512
H 1.316 -3.958 -3.966
H -0.146 -2.954 -4.130
H 3.512 -1.435 -5.753
H 4.223 -0.783 -4.256
H 4.089 -2.544 -4.487
H -0.511 -3.977 -1.366
H -2.959 -3.615 -1.417
H -3.876 -1.290 -1.625
H -2.305 0.644 -1.780
H 0.157 0.264 -1.620
H 3.618 -3.379 -2.169
H 4.213 -5.754 -1.872
H 2.952 -7.171 -0.231
H 1.144 -6.133 1.158
H 0.473 -3.773 0.749
H 1.716 -0.094 -0.172
H 4.015 -1.525 -0.850
H 3.919 -0.183 0.301
H 4.200 -3.113 0.960
H 4.798 -1.695 1.833
H 2.410 -3.165 2.425
H 2.889 -1.613 3.133
H 0.879 -0.749 3.234
H -0.880 -0.845 0.733
H -3.005 -1.680 1.638
H -5.011 -1.125 3.011
H -4.844 0.582 4.827
H -2.665 1.730 5.250
H -0.659 1.152 3.876
```

=====

# 7
The following is a DFT calculation (ωB97M-V with the def2-TZVPD basis set) of C5H4S3 in the gas phase at a distorted geometry.

Relative energy (zero: lowest compared OMol25 entry of this formula, charge and spin) ... 4.47 kcal per mole
Charge ... 0
LUMO ... -0.0363 Ha
Orbital gap ... 7.156 eV
SMILES ... S=C1C=C/C(=C/S)S1

Geometry as XYZ:
```
12
C5H4S3 | the Open Molecules 2025 dataset | ωB97M-V with the def2-TZVPD basis set
C 2.091 0.707 0.005
C 0.756 0.594 -0.096
C -1.689 0.070 -0.042
C -1.424 1.488 0.011
C -0.099 1.777 0.002
H 2.489 -1.597 0.292
H 2.530 1.701 0.171
H -2.256 2.206 0.049
H 0.405 2.717 0.055
S 3.270 -0.542 0.020
S -0.225 -0.873 -0.056
S -3.106 -0.637 0.046
```

=====

# 8
The following is a DFT calculation (ωB97M-V with the def2-TZVPD basis set) of C7H10N2O6 in the gas phase at a distorted geometry.

Relative energy (zero: lowest compared OMol25 entry of this formula, charge and spin) ... 17.17 kcal per mole
Charge ... 0
LUMO ... 0.0146 Ha
Orbital gap ... 8.006 eV
SMILES ... O=C(O)CCCOc1c(O)[nH]c(=O)n1O

Geometry as XYZ:
```
25
C7H10N2O6 | the Open Molecules 2025 dataset | ωB97M-V with the def2-TZVPD basis set
C -1.239 0.465 -1.175
C -2.146 -1.556 -0.584
C 2.204 1.066 0.541
C 0.943 1.320 1.417
C 1.670 0.848 -0.881
C -0.229 -0.422 -0.987
C 0.100 0.040 1.613
N -2.366 -0.271 -0.866
N -0.785 -1.705 -0.759
O -1.114 1.826 -1.206
O -2.925 -2.490 -0.456
O 1.085 -0.448 -1.136
O 0.794 -1.068 1.673
O -1.078 0.059 1.770
O -0.132 -2.820 -0.253
H 2.944 1.796 0.698
H 2.503 0.126 1.091
H 1.234 1.623 2.394
H 0.372 2.027 0.971
H 0.892 1.599 -1.271
H 2.599 0.984 -1.632
H -3.247 0.101 -0.745
H 0.286 -1.718 2.173
H -1.534 2.201 -1.940
H -0.829 -3.585 -0.449
```